Formula: C36H66As5F30N12
Source: the Open Molecules 2025 dataset
Level of theory: ωB97M-V/def2-TZVPD

- HOMO-LUMO gap (eV) = 10.15
- LUMO (eV) = -1.366

Geometry as ORCA input:
```
! RIJCOSX wB97M-V def2-TZVPD def2/J DEFGRID3
* xyz 1 1
F -1.39 2.15 1.23
N -5.07 0.23 4.32
H 2.23 -3.48 -2.25
F -1.37 -3.08 -4.97
H 5.64 6.46 1.56
H 5.38 5.88 3.21
F 2.93 0.27 -0.69
C -5.98 0.55 0.92
H 2.08 3.26 -2.05
F 1.50 -1.44 -5.83
H 3.98 -4.35 -6.48
H 3.18 -1.23 1.41
H -5.27 -4.16 -2.98
As -1.81 2.91 -0.18
F -2.15 0.35 4.05
C 1.20 -4.83 3.72
H -6.26 -0.45 0.90
As 0.01 -2.25 -5.48
N -2.79 -1.46 -2.17
F -2.23 3.87 -1.60
H -0.91 2.46 -4.77
H -1.28 5.04 -4.02
F -2.89 3.95 0.72
C -3.05 -2.62 -2.71
H 1.34 -5.55 2.98
F -5.55 -4.34 -0.90
H 4.35 4.70 0.56
H -3.57 -0.73 5.42
H -0.62 -3.04 6.85
C -5.62 -0.22 3.22
C 0.80 -4.97 5.07
F -0.29 -2.51 -7.21
H -0.81 3.90 3.54
F 1.06 0.49 5.35
H 3.66 -1.69 3.05
H 5.28 3.82 1.71
H 1.11 -2.95 1.65
C 2.04 4.54 1.97
H -5.69 -3.43 -4.65
H -4.74 -0.71 7.58
H 5.61 -3.69 -6.65
N 0.50 4.60 -2.79
H -0.40 5.21 2.48
C -1.17 -1.86 -0.14
N 0.77 2.56 -3.47
C 2.91 -2.66 -2.08
H -6.13 0.06 6.85
H 3.92 -2.97 -8.57
C 5.38 -1.91 -4.60
H -5.48 -0.86 -3.84
As -4.75 -3.35 0.41
H 6.25 -1.44 -5.18
N 3.31 4.16 2.22
C 4.52 4.62 1.61
C -4.61 -1.25 -3.31
N 0.89 -3.74 5.60
C -0.32 3.09 -4.12
H -6.77 1.21 0.60
H 2.13 -0.95 2.86
N 4.52 -2.85 -5.23
H 0.51 6.64 -2.89
H 5.32 -1.22 -2.52
H 0.58 0.56 -4.10
C 1.34 1.23 -3.63
H -0.32 -1.28 0.19
N -5.68 0.73 2.33
F -0.28 1.94 4.06
F 0.90 -3.80 -5.43
H 2.71 -3.77 1.83
F 5.16 -0.19 0.18
C 3.29 3.41 3.35
C -1.68 -1.04 -1.33
F 0.39 -2.02 -3.74
H 1.58 2.82 4.60
H 2.37 -1.75 -2.10
F 3.34 2.69 -0.53
F -1.18 0.97 6.14
C 4.02 -2.36 -7.67
H 2.79 0.32 -5.03
F 5.68 2.27 0.00
As 4.32 1.26 -0.28
C -0.50 4.34 -3.63
H -1.85 -2.03 0.68
C 4.96 -1.82 -3.29
As -0.54 0.38 4.68
C 2.77 -1.63 2.39
H -5.06 0.64 0.31
C 1.99 3.40 3.82
C 1.43 -2.87 4.69
H 4.22 3.06 3.73
F -3.13 -3.80 -0.12
H 1.73 5.81 -1.80
C -5.05 -0.05 6.79
N 3.86 -2.62 -3.22
H -3.78 0.44 -2.25
H 4.01 6.52 2.36
C -5.09 1.82 2.87
C -0.07 4.67 3.35
H -1.90 0.00 -0.97
C -4.73 1.62 4.19
H 4.63 -1.49 -7.79
H 1.62 -1.83 4.82
F -6.30 -2.93 1.11
H 0.07 5.25 4.28
C 1.30 3.50 -2.74
H 3.41 1.91 -4.10
F 3.85 1.34 1.36
H 2.76 -3.89 -4.54
F -0.56 4.13 0.17
F 4.72 0.95 -1.92
C -4.90 -3.74 -3.89
C -3.80 -0.56 -2.51
N -4.15 -2.54 -3.45
C 2.05 -3.01 2.29
H 0.00 5.87 -1.27
H -4.80 2.68 2.25
H -5.91 -1.30 3.05
C 4.95 5.96 2.22
H 0.98 -2.32 7.12
H 1.77 5.25 1.15
H -4.13 -4.40 -4.34
F -4.10 -2.22 1.59
H -4.65 0.94 6.97
C 2.56 1.38 -4.61
F -0.78 -1.13 5.55
C -4.68 -0.60 5.45
H 0.48 -5.86 5.63
F -3.12 1.87 -0.49
N 1.22 4.10 2.96
C 4.58 -3.38 -6.60
C 0.68 5.86 -2.13
H 3.45 -2.74 -1.13
F -0.75 2.07 -1.22
H 0.69 -3.95 7.66
H 3.01 -2.01 -7.36
H -5.12 -1.58 5.24
F -0.79 -0.68 -5.63
C 0.47 -3.21 6.90
N 1.55 -3.52 3.53
C 3.59 -3.20 -4.37
H -0.76 -2.77 -0.55
F -4.64 -4.74 1.46
F 0.19 -0.55 3.41
F -4.88 -1.94 -0.54
H 2.34 1.92 -5.53
H -0.85 -0.85 -2.02
H -4.19 2.02 5.01
H 1.48 0.81 -2.64
H -2.47 -3.48 -2.51
*
```



Formula: C48H46KN4O2PS2
Source: the Open Molecules 2025 dataset
Level of theory: ωB97M-V/def2-TZVPD

- HOMO-LUMO gap (eV) = 5.36
- ΔE to the lowest compared entry with this formula, charge and spin (kcal per mole) = 7.8
- LUMO (eV) = 3.936

Geometry as ORCA input:
```
! RIJCOSX wB97M-V def2-TZVPD def2/J DEFGRID3
* xyz -2 1
C -4.53 -0.41 1.38
C -2.32 -4.11 0.78
H 2.78 -1.20 -4.17
C -0.58 4.97 0.62
C -3.45 1.67 2.02
H 4.28 1.06 -1.71
H 2.23 2.05 4.96
N 3.18 -1.68 -2.15
O -0.01 -0.35 -3.46
H 4.74 -1.28 6.01
H -4.62 1.07 -2.36
H -1.42 -4.68 4.44
H -2.39 -1.07 -2.91
H -4.31 -2.51 1.63
H -4.26 2.73 -1.84
H -1.81 2.29 3.26
C 3.11 3.54 -3.77
C -3.45 2.06 0.68
S 0.49 0.92 2.96
C 4.47 1.10 -0.64
C -3.97 1.24 -0.32
C 3.92 -0.86 5.45
C -5.08 -1.76 1.74
C -2.83 -1.95 -3.37
H 1.59 -1.74 3.13
C 1.25 3.41 0.36
C 2.36 2.92 -4.77
N -2.36 -3.08 -1.29
H 6.48 0.38 -0.85
C -2.87 -3.13 -2.65
N -2.74 -4.06 -0.61
C -2.85 2.56 3.07
H -2.92 -6.17 0.71
H -3.38 2.44 4.02
C 0.26 5.86 1.28
H 3.51 3.67 -1.68
C -2.19 -5.60 2.65
C 2.50 1.01 4.85
H 3.86 4.28 -4.04
S 2.13 -1.95 0.27
C -3.79 -3.06 -5.27
H 4.10 1.11 6.27
H 0.82 1.47 -5.17
C -1.69 -4.53 3.40
N 1.04 -2.49 -2.09
O -0.77 1.06 -1.89
C -4.50 0.01 0.05
H -4.15 -3.03 -6.30
C 2.09 4.32 1.01
C 3.47 1.53 0.23
C 4.96 1.12 2.09
C 3.73 1.53 1.60
H 0.78 -2.02 -2.95
H -3.24 -0.98 -5.23
C -3.95 1.68 -1.75
H -3.02 3.02 0.41
C -3.36 -4.28 -3.25
H -2.89 3.60 2.77
H -2.94 1.60 -2.16
H 3.97 -1.37 -1.61
H -1.14 -2.49 3.44
H -4.89 -0.65 -0.72
C -4.00 0.43 2.34
H 2.93 1.79 2.29
H -5.92 -2.02 1.10
H 4.37 -1.89 -3.83
H -0.73 3.05 -0.34
K -0.94 -0.61 0.02
H 0.21 -2.66 -1.53
C -2.52 -5.38 1.33
C 2.11 -2.06 -1.40
C 1.95 2.26 -2.07
C -1.86 -2.98 1.47
C 3.19 -1.65 4.56
C 2.91 3.20 -2.45
H 2.93 -2.93 -3.82
C -0.09 3.76 0.17
P 1.72 1.75 -0.29
H -0.12 6.81 1.65
H 3.45 -2.69 4.42
C 1.41 1.98 -4.41
H 5.11 1.09 3.16
C -3.82 -4.25 -4.55
C -1.53 -3.28 2.81
C -3.29 -1.91 -4.68
C 2.14 -1.12 3.83
H 2.26 6.22 1.99
H -4.20 -5.15 -5.01
C 1.76 0.23 3.94
H 2.52 3.17 -5.81
H -2.32 -6.58 3.10
H 3.13 4.07 1.17
C 0.03 0.69 -2.78
C 5.96 0.71 1.21
H -1.62 5.22 0.47
C 1.59 5.53 1.47
H -3.99 0.11 3.38
C 5.71 0.71 -0.15
C 3.31 -1.93 -3.56
C 3.55 0.47 5.58
H 6.92 0.38 1.59
C 1.17 1.66 -3.08
H -3.38 -5.20 -2.67
H -5.41 -1.77 2.78
*
```



Repeat the second record exactly.
Formula: C48H46KN4O2PS2
Source: the Open Molecules 2025 dataset
Level of theory: ωB97M-V/def2-TZVPD

- HOMO-LUMO gap (eV) = 5.36
- ΔE to the lowest compared entry with this formula, charge and spin (kcal per mole) = 7.8
- LUMO (eV) = 3.936

Geometry as ORCA input:
```
! RIJCOSX wB97M-V def2-TZVPD def2/J DEFGRID3
* xyz -2 1
C -4.53 -0.41 1.38
C -2.32 -4.11 0.78
H 2.78 -1.20 -4.17
C -0.58 4.97 0.62
C -3.45 1.67 2.02
H 4.28 1.06 -1.71
H 2.23 2.05 4.96
N 3.18 -1.68 -2.15
O -0.01 -0.35 -3.46
H 4.74 -1.28 6.01
H -4.62 1.07 -2.36
H -1.42 -4.68 4.44
H -2.39 -1.07 -2.91
H -4.31 -2.51 1.63
H -4.26 2.73 -1.84
H -1.81 2.29 3.26
C 3.11 3.54 -3.77
C -3.45 2.06 0.68
S 0.49 0.92 2.96
C 4.47 1.10 -0.64
C -3.97 1.24 -0.32
C 3.92 -0.86 5.45
C -5.08 -1.76 1.74
C -2.83 -1.95 -3.37
H 1.59 -1.74 3.13
C 1.25 3.41 0.36
C 2.36 2.92 -4.77
N -2.36 -3.08 -1.29
H 6.48 0.38 -0.85
C -2.87 -3.13 -2.65
N -2.74 -4.06 -0.61
C -2.85 2.56 3.07
H -2.92 -6.17 0.71
H -3.38 2.44 4.02
C 0.26 5.86 1.28
H 3.51 3.67 -1.68
C -2.19 -5.60 2.65
C 2.50 1.01 4.85
H 3.86 4.28 -4.04
S 2.13 -1.95 0.27
C -3.79 -3.06 -5.27
H 4.10 1.11 6.27
H 0.82 1.47 -5.17
C -1.69 -4.53 3.40
N 1.04 -2.49 -2.09
O -0.77 1.06 -1.89
C -4.50 0.01 0.05
H -4.15 -3.03 -6.30
C 2.09 4.32 1.01
C 3.47 1.53 0.23
C 4.96 1.12 2.09
C 3.73 1.53 1.60
H 0.78 -2.02 -2.95
H -3.24 -0.98 -5.23
C -3.95 1.68 -1.75
H -3.02 3.02 0.41
C -3.36 -4.28 -3.25
H -2.89 3.60 2.77
H -2.94 1.60 -2.16
H 3.97 -1.37 -1.61
H -1.14 -2.49 3.44
H -4.89 -0.65 -0.72
C -4.00 0.43 2.34
H 2.93 1.79 2.29
H -5.92 -2.02 1.10
H 4.37 -1.89 -3.83
H -0.73 3.05 -0.34
K -0.94 -0.61 0.02
H 0.21 -2.66 -1.53
C -2.52 -5.38 1.33
C 2.11 -2.06 -1.40
C 1.95 2.26 -2.07
C -1.86 -2.98 1.47
C 3.19 -1.65 4.56
C 2.91 3.20 -2.45
H 2.93 -2.93 -3.82
C -0.09 3.76 0.17
P 1.72 1.75 -0.29
H -0.12 6.81 1.65
H 3.45 -2.69 4.42
C 1.41 1.98 -4.41
H 5.11 1.09 3.16
C -3.82 -4.25 -4.55
C -1.53 -3.28 2.81
C -3.29 -1.91 -4.68
C 2.14 -1.12 3.83
H 2.26 6.22 1.99
H -4.20 -5.15 -5.01
C 1.76 0.23 3.94
H 2.52 3.17 -5.81
H -2.32 -6.58 3.10
H 3.13 4.07 1.17
C 0.03 0.69 -2.78
C 5.96 0.71 1.21
H -1.62 5.22 0.47
C 1.59 5.53 1.47
H -3.99 0.11 3.38
C 5.71 0.71 -0.15
C 3.31 -1.93 -3.56
C 3.55 0.47 5.58
H 6.92 0.38 1.59
C 1.17 1.66 -3.08
H -3.38 -5.20 -2.67
H -5.41 -1.77 2.78
*
```